Record 1
{
  "formula": "C42H43MnN2OP2S2",
  "method": "ωB97M-V/def2-TZVPD",
  "elements": ["Mn", "S", "P", "C", "P", "S", "C", "C", "C", "C", "C", "C", "C", "C", "C", "C", "C", "C", "C", "C", "C", "C", "C", "C", "C", "C", "C", "C", "C", "C", "H", "H", "H", "H", "H", "H", "H", "H", "H", "H", "H", "H", "H", "H", "H", "H", "H", "H", "H", "H", "O", "C", "C", "C", "C", "C", "C", "C", "C", "N", "H", "H", "H", "H", "H", "H", "H", "H", "H", "H", "H", "C", "N", "C", "C", "C", "C", "C", "C", "C", "C", "H", "H", "H", "H", "H", "H", "H", "H", "H", "H", "H", "H"],
  "positions_angstrom": [[11.66160, 10.38615, 10.20969], [11.61818, 13.21068, 10.72573], [10.83243, 13.36778, 12.58848], [11.27755, 11.90044, 13.43186], [10.33357, 10.46289, 13.26007], [9.63018, 10.01412, 11.43673], [11.42367, 9.10915, 13.92491], [12.16892, 9.35481, 15.03650], [12.92684, 8.34108, 15.64312], [12.74508, 7.03503, 15.26760], [11.87314, 6.73931, 14.22492], [11.18726, 7.77092, 13.57111], [8.85425, 10.33772, 14.35558], [7.67544, 9.55669, 14.06781], [6.53651, 9.72799, 14.91113], [6.55494, 10.46847, 16.05657], [7.66799, 11.24123, 16.30961], [8.73934, 11.19450, 15.43038], [9.11170, 13.65451, 12.61059], [8.25658, 13.34622, 11.59325], [6.92122, 13.31831, 11.78266], [6.43103, 13.53190, 13.09183], [7.22274, 13.96336, 14.16652], [8.56553, 13.99778, 13.89785], [11.59783, 14.86012, 13.29774], [12.06898, 14.90690, 14.63104], [12.54706, 16.15670, 15.15596], [12.40602, 17.29292, 14.34259], [11.80945, 17.20326, 13.09150], [11.49745, 16.00659, 12.54545], [12.35118, 10.40214, 15.35626], [13.53228, 8.53593, 16.48063], [13.24759, 6.20890, 15.82651], [11.57832, 5.73664, 13.94053], [10.51739, 7.47285, 12.77260], [7.44383, 9.03490, 13.14824], [5.61719, 9.16238, 14.70087], [5.65769, 10.52688, 16.63230], [7.63541, 12.06703, 17.02053], [9.61227, 11.85604, 15.75774], [8.59062, 13.07099, 10.60944], [6.21993, 12.95822, 11.04477], [5.38988, 13.26608, 13.35270], [6.85241, 14.12280, 15.11517], [9.23132, 14.18475, 14.71615], [12.12436, 13.99687, 15.20993], [13.04077, 16.28767, 16.13287], [12.70434, 18.27319, 14.71723], [11.50899, 18.09071, 12.51567], [10.99584, 15.97762, 11.55291], [12.93815, 10.03933, 11.53708], [14.32429, 9.86191, 11.29963], [14.61592, 8.50389, 10.59218], [13.90293, 8.41312, 9.24759], [14.04498, 9.70411, 8.44922], [15.03560, 9.97735, 7.51293], [15.25702, 11.21171, 6.95264], [14.33192, 12.21187, 7.29320], [13.28553, 11.85294, 8.10626], [13.13815, 10.68078, 8.68066], [12.32644, 11.70584, 13.30695], [14.91654, 9.82053, 12.21895], [14.70923, 10.64233, 10.57927], [14.27472, 7.69040, 11.29775], [15.69639, 8.33906, 10.38845], [12.81721, 8.17680, 9.43669], [14.35176, 7.65362, 8.63696], [15.66405, 9.14065, 7.17435], [15.97855, 11.42167, 6.19049], [14.47919, 13.23609, 6.97513], [12.50568, 12.53327, 8.49358], [8.04949, 11.36961, 8.08049], [9.44095, 11.87780, 8.09932], [9.48788, 13.23543, 7.67969], [10.17965, 11.06532, 7.13321], [10.20197, 9.60668, 7.54830], [9.84589, 8.62566, 6.58625], [9.80127, 7.26732, 6.96667], [10.13760, 6.85415, 8.28170], [10.49266, 7.88160, 9.14449], [10.65666, 9.23033, 8.78432], [7.38030, 12.11418, 8.54351], [7.96381, 10.29904, 8.43362], [7.69769, 11.30697, 6.99498], [8.71393, 13.84819, 8.17177], [9.27326, 13.30018, 6.63218], [10.45486, 13.66043, 7.91531], [11.19108, 11.48818, 6.96973], [9.73748, 11.07002, 6.11970], [9.66198, 8.84029, 5.52287], [9.33131, 6.53344, 6.18312], [10.10687, 5.79743, 8.61204], [10.83144, 7.54712, 10.13582]],
  "forces_ev_per_angstrom": [[-0.81, 0.36, -0.43], [-0.28, 0.08, -0.33], [2.63, -1.35, -0.94], [-1.59, 0.51, 0.73], [1.20, -0.14, 1.05], [-0.05, -0.29, -0.72], [-2.12, -0.42, -0.56], [2.21, 1.19, 0.76], [-1.29, 0.15, -0.46], [0.32, -1.45, 0.18], [-0.94, 0.67, -0.32], [0.83, -0.36, 0.05], [-1.73, -0.53, -0.92], [-0.68, 1.81, 0.92], [0.73, -1.95, -1.25], [0.19, 0.72, -0.01], [-0.28, 0.72, -0.37], [2.22, 1.08, 1.85], [-1.26, 0.62, 2.67], [0.80, -0.07, -1.58], [-2.24, -0.23, 2.50], [-1.17, -0.14, 0.18], [0.63, -0.98, -3.41], [1.00, -0.23, -1.01], [-0.09, -0.98, 1.70], [0.68, 1.43, -0.42], [-0.27, -0.46, -1.16], [-0.07, -0.14, 0.78], [0.12, 1.69, -0.15], [-1.36, -0.48, -1.27], [-0.37, -0.79, -0.14], [0.75, 0.48, 0.83], [-0.38, 0.81, -0.60], [0.43, -0.15, 0.14], [-0.09, 0.39, -0.04], [0.81, -0.22, -0.05], [0.52, 0.24, -0.20], [-0.33, 0.12, 0.51], [0.15, -0.55, 0.28], [-1.09, -0.93, -1.05], [0.70, -0.08, -0.19], [0.12, 0.11, -0.24], [0.43, 0.44, -0.56], [-0.83, 0.32, 1.80], [0.50, 0.25, 0.20], [-0.06, -0.09, 0.06], [-0.48, -0.46, -0.51], [-0.05, -0.28, -0.02], [0.59, -0.19, 0.40], [0.60, -0.11, 0.73], [1.29, -0.38, -0.02], [-0.11, -0.47, -1.18], [0.06, -0.26, 0.85], [-0.95, 0.62, -0.20], [-0.91, 0.48, 0.09], [1.19, -1.92, -0.38], [-1.96, 0.92, 0.31], [0.88, -0.20, -0.21], [-1.02, 1.73, 1.00], [0.35, -1.69, 0.73], [0.37, -0.19, -0.06], [-0.21, 0.56, 0.13], [-0.07, -0.27, 1.12], [0.27, 0.62, -0.90], [-0.41, 0.39, 0.49], [1.22, 0.28, -0.59], [-0.01, -0.76, -0.20], [-0.15, 0.34, 0.42], [0.58, -0.19, -0.02], [-0.29, -0.08, -0.11], [0.70, 0.19, -0.84], [-0.20, -0.30, -1.29], [-0.77, -1.77, -0.17], [-0.53, 0.99, 0.62], [0.56, -0.38, -0.17], [0.59, 0.29, -1.82], [0.19, -1.07, 0.88], [-1.13, -0.94, -1.20], [-0.65, 0.71, -1.19], [1.26, -0.78, 0.81], [-0.64, -0.66, 1.04], [0.25, -0.70, 0.33], [0.10, 1.47, 0.19], [0.25, 0.16, 0.87], [0.37, -0.26, 0.13], [-0.03, 0.31, -1.12], [0.23, 0.21, -0.07], [-0.41, -0.29, 0.39], [-0.32, 0.41, 0.12], [-0.20, 0.31, 0.70], [1.33, 1.23, 1.60], [-0.07, 0.87, -0.30], [-0.28, 0.33, -0.16]],
  "de_lowest_kj_mol": 0.0,
  "spin_multiplicity": 5,
  "total_charge": 0,
  "e_homo_ev": [-7.04, -7.06],
  "gap_ev": [6.66, 7.23],
  "e_lumo_ev": [-0.38, 0.16]
}



Record 2
{
  "formula": "C47H56AsInNO2S3Te2",
  "method": "ωB97M-V/def2-TZVPD",
  "elements": ["In", "C", "C", "S", "C", "C", "S", "C", "C", "S", "H", "H", "H", "H", "H", "H", "H", "H", "H", "H", "H", "H", "C", "C", "C", "C", "C", "O", "C", "C", "C", "C", "C", "C", "C", "O", "C", "C", "C", "N", "C", "C", "Te", "C", "C", "C", "C", "C", "C", "C", "C", "C", "C", "C", "C", "H", "H", "H", "H", "H", "H", "H", "H", "H", "H", "H", "H", "H", "H", "H", "H", "H", "H", "H", "H", "H", "H", "H", "H", "C", "C", "As", "C", "C", "C", "C", "H", "H", "H", "H", "H", "H", "H", "H", "H", "H", "H", "H", "H", "H", "H", "Te", "C", "C", "C", "C", "C", "C", "H", "H", "H", "H", "H"],
  "positions_angstrom": [[10.78310, 14.00768, 17.03628], [9.35236, 16.99696, 15.11960], [8.23213, 16.80714, 16.12851], [8.11687, 15.22075, 17.00257], [8.04517, 15.73356, 18.73698], [9.31776, 16.48430, 19.29214], [10.90576, 15.74800, 19.12502], [11.90898, 17.06637, 18.21464], [11.37378, 17.63001, 16.90442], [10.99350, 16.44647, 15.57722], [9.12561, 16.46235, 14.14390], [9.40024, 18.06189, 14.78174], [8.32630, 17.51554, 16.93445], [7.24711, 16.99360, 15.68606], [7.12985, 16.33896, 18.91567], [7.90012, 14.75150, 19.23300], [9.21150, 17.46757, 18.84234], [9.11598, 16.57437, 20.35002], [12.08171, 17.79189, 18.95177], [12.83083, 16.49396, 18.06336], [10.48448, 18.27121, 17.03952], [12.09839, 18.27095, 16.49350], [12.13709, 7.73673, 18.28518], [11.48455, 9.05283, 18.26774], [11.13644, 9.63804, 19.47532], [10.55136, 10.93415, 19.46245], [10.11231, 11.45868, 20.78762], [10.85482, 11.63591, 21.70842], [8.64181, 11.85478, 20.92851], [8.40963, 12.99041, 21.68772], [7.07271, 13.38363, 21.83542], [6.07492, 12.64051, 21.22503], [6.35472, 11.53628, 20.50707], [7.62629, 11.13971, 20.28933], [10.28416, 11.61114, 18.26657], [9.72556, 12.79900, 18.33392], [10.60594, 10.95328, 17.06911], [11.13063, 9.63621, 17.09597], [10.06472, 11.41120, 15.75641], [9.82230, 12.63245, 15.53166], [9.12060, 13.05933, 14.34028], [9.97287, 13.80846, 13.34635], [8.73011, 14.45528, 11.66373], [8.17219, 12.46511, 11.03129], [8.83339, 11.88168, 9.90483], [8.50424, 10.62227, 9.53449], [7.39920, 9.99508, 10.10644], [6.73333, 10.52901, 11.20581], [7.10518, 11.78503, 11.61791], [9.71991, 10.35412, 14.75104], [10.59010, 10.16187, 13.70051], [10.26259, 9.23481, 12.70220], [9.20731, 8.37724, 12.91839], [8.40926, 8.41079, 14.03859], [8.67302, 9.42215, 14.99112], [12.18668, 7.24268, 17.33029], [11.68440, 7.00543, 19.02211], [13.18816, 7.85022, 18.53724], [11.36444, 9.10054, 20.40540], [9.21246, 13.48532, 22.22022], [6.74571, 14.20332, 22.36117], [5.05743, 12.96366, 21.36516], [5.50215, 10.90636, 20.18034], [7.75826, 10.21443, 19.79103], [11.29074, 9.20912, 16.10731], [8.33546, 13.76939, 14.67765], [8.71132, 12.15670, 13.92772], [10.84575, 13.16278, 13.12995], [10.31992, 14.71680, 13.76821], [9.60906, 12.47094, 9.41936], [8.99691, 10.17946, 8.63594], [7.21925, 8.99486, 9.73196], [5.95637, 9.94143, 11.72339], [6.56275, 12.24616, 12.45939], [11.44801, 10.76038, 13.61268], [10.80731, 9.09072, 11.79074], [8.87722, 7.57286, 12.24873], [7.72103, 7.57889, 14.14121], [8.06627, 9.45792, 15.90881], [14.57385, 10.51834, 21.04750], [13.95087, 11.61443, 21.93842], [13.49383, 13.30522, 20.98969], [15.24907, 14.18360, 20.81673], [15.92940, 14.58830, 22.15332], [12.71369, 14.52739, 22.27909], [12.91121, 14.12066, 23.80567], [14.92495, 9.61929, 21.51983], [15.34832, 10.89965, 20.45793], [13.79881, 10.21040, 20.30040], [14.60442, 11.83190, 22.82370], [13.00116, 11.25293, 22.37178], [15.13857, 15.07682, 20.19187], [15.85648, 13.42053, 20.24210], [15.35276, 15.38465, 22.66916], [16.92796, 15.10793, 21.95991], [16.04876, 13.74556, 22.81613], [11.66311, 14.60561, 22.06417], [13.15193, 15.49110, 22.14298], [12.20490, 13.30894, 24.06226], [12.66352, 14.87430, 24.53048], [13.93554, 13.88946, 24.05442], [13.39544, 13.49085, 17.00524], [13.56450, 13.26749, 14.90286], [13.53231, 14.43297, 14.09733], [13.63130, 14.35321, 12.68257], [13.58139, 13.12497, 12.08077], [13.62424, 11.97306, 12.88754], [13.56308, 11.97392, 14.28515], [13.54226, 15.39072, 14.62535], [13.73678, 15.24132, 12.09763], [13.56824, 13.02720, 11.02533], [13.57266, 11.07472, 12.30064], [13.56450, 11.00900, 14.75478]],
  "forces_ev_per_angstrom": [[-0.55, 0.31, -0.31], [-0.60, 0.03, -1.91], [-0.48, 0.03, 0.41], [0.26, -0.23, -0.21], [0.46, -0.70, 0.30], [-2.59, 0.03, -0.29], [0.97, 0.40, -1.08], [-0.64, -2.26, -0.37], [-1.27, -0.28, 0.73], [0.08, -0.10, 0.25], [0.19, 0.33, 1.19], [0.02, -0.67, 0.53], [0.09, 0.54, 0.16], [0.33, 0.01, -0.21], [0.69, -0.27, -0.11], [0.12, 0.53, -0.05], [0.72, 0.29, 0.15], [0.04, 0.27, 0.35], [0.26, 1.32, 0.74], [0.01, 0.25, -0.11], [0.27, -0.43, 0.13], [1.17, 0.87, -0.40], [0.50, -1.76, 0.93], [-0.31, -1.05, 0.31], [-0.26, 1.96, -0.18], [0.60, -2.34, 0.98], [-1.64, 0.82, -0.92], [0.80, -0.11, 0.83], [1.61, -0.37, -0.68], [-1.36, -0.06, 0.34], [0.88, -1.61, -1.41], [-0.38, 1.71, 1.07], [-2.28, -1.67, -0.91], [1.09, 0.30, 0.93], [-0.03, -0.54, 0.51], [-0.14, 0.58, 0.03], [-0.76, -0.98, -1.07], [-0.06, 1.97, -0.84], [0.10, -1.53, 1.08], [0.67, 1.86, 0.12], [-0.69, 0.84, 0.51], [0.00, -1.46, -0.52], [0.35, -1.11, 0.14], [0.16, 0.08, -1.02], [0.25, 2.07, 1.95], [-0.56, -0.80, -1.85], [0.76, -0.95, 0.38], [-0.13, -1.08, -0.78], [0.05, 1.19, 1.28], [-0.50, -1.22, 1.04], [-1.29, -0.61, -1.34], [-0.04, -0.28, 0.58], [-0.96, -1.02, -0.71], [0.94, 1.16, 1.28], [-0.43, -0.27, -0.34], [-0.40, -0.11, -0.55], [0.46, 0.90, -0.75], [0.21, 0.01, 0.40], [-0.26, 0.47, -0.28], [0.07, -0.03, -0.18], [-0.21, 1.91, 1.38], [-0.27, -0.05, 0.03], [0.70, 0.49, -0.09], [0.70, -0.60, -0.58], [0.17, -0.42, 0.51], [0.02, -0.70, -0.18], [-0.68, -0.02, -0.64], [-0.32, 0.57, -0.56], [0.55, 0.88, 0.33], [-0.05, -0.32, 0.02], [-0.42, 0.23, 0.97], [-0.50, -0.01, 0.17], [0.36, 0.56, -0.40], [0.36, -0.19, -0.43], [0.88, 0.80, -0.20], [0.56, 0.27, -0.15], [0.82, 0.52, -0.35], [-0.31, 0.50, 0.45], [0.40, 0.24, -0.43], [-2.41, 0.41, -0.66], [0.39, -0.17, 1.56], [0.00, -0.43, -1.20], [0.92, -0.74, 0.37], [0.62, 1.49, -0.97], [0.20, -0.94, 2.59], [-0.98, -0.30, -0.96], [0.04, -0.19, 0.69], [1.49, 0.64, -0.83], [0.48, 0.10, 0.51], [-0.37, -0.09, -0.77], [0.45, 0.25, -0.30], [-0.09, -0.26, -0.09], [-0.37, 0.98, 0.57], [0.07, -0.62, -0.20], [-1.04, -1.01, 0.23], [0.21, -0.17, 0.22], [-0.51, 0.02, -0.07], [0.37, 0.73, -0.41], [0.73, -0.04, -0.24], [-0.35, 0.95, -0.04], [0.25, -0.55, -0.21], [0.67, -0.20, 0.20], [-0.89, -0.36, -0.97], [0.87, -0.86, -0.09], [-0.42, 0.26, 1.63], [0.51, -0.61, 1.48], [-0.82, 0.37, -0.53], [0.52, 2.00, -1.24], [0.03, -0.26, -0.44], [-0.18, 0.50, -0.22], [0.10, -0.08, -0.80], [0.17, -0.71, 0.29], [0.01, 0.02, 0.74]],
  "total_charge": 1,
  "e_homo_ev": -9.60,
  "gap_ev": 7.32,
  "e_lumo_ev": -2.28
}



Calculated values (eV) of energy for the records, taken in order: -120846.9966, -168330.7638.